# C6H13InO3

C6H13InO3 as an isolated structure (the ωB97M-V functional and the def2-TZVPD basis, OMol25).

XYZ file:
```
23
Properties=species:S:1:pos:R:3:lowdin_charge:R:1
In 1.172 0.710 0.935 1.327
O -1.697 1.788 -0.574 -0.010
O 0.691 -1.110 0.382 -0.322
O 2.469 0.728 -0.418 -0.225
C 1.785 -1.599 -0.410 -0.127
C -0.091 2.544 0.937 -0.018
C -2.728 0.847 -0.871 0.022
C -1.224 1.810 0.657 -0.181
C -0.120 -2.101 0.995 0.001
C 2.315 -0.412 -1.205 -0.248
H -2.512 0.468 -1.874 0.124
H 0.332 3.157 0.133 0.135
H 3.262 -0.727 -1.679 0.161
H -3.712 1.332 -0.828 0.131
H 1.588 -0.206 -2.017 0.145
H 0.513 -2.821 1.534 0.133
H -2.676 0.008 -0.163 0.102
H 2.545 -2.023 0.266 0.160
H -0.852 -1.571 1.614 0.108
H -0.677 -2.651 0.225 0.129
H 1.417 -2.397 -1.072 0.167
H -1.867 1.403 1.448 0.177
H 0.067 2.824 1.982 0.110
```

## Properties
Orbital gap in eV: 7.88
Max |F| in eV/Å: 3.38
Charge: +2